1.
C21H23N2O | wB97M-V/def2-TZVPD

Output
Energy above the lowest of the compared OMol25 structures with the same formula, charge and spin, kcal/mol: 51.3
Gap between HOMO and LUMO, eV: 6.28
Strongest force on any atom, eV Å⁻¹: 3.8
Highest occupied orbital energy, eV: -11.26
Total charge: +1
Total energy, Ha: -998.4597

Each line ends with the Löwdin charge.
Positions of all 47 atoms, in Å:
H -2.5261 -0.1220 2.5310  0.093
C -3.2406 -0.7177 3.3837  -0.079
H -3.0226 -1.8053 3.3397  0.170
C -2.8572 -0.1638 4.6920  -0.049
C -3.6918 0.4218 5.5820  -0.015
N -5.0401 0.3805 5.3992  -0.003
C -5.9533 0.9226 6.3563  -0.192
C -5.6650 2.0901 7.0853  -0.015
C -6.6331 2.6500 7.9324  -0.056
C -7.8259 1.9461 8.1772  -0.063
C -8.0938 0.7390 7.5021  -0.048
C -7.1752 0.2707 6.5506  -0.021
C -5.5289 -0.1939 4.2410  0.075
C -4.6944 -0.5274 3.2049  -0.108
C -5.3815 -0.6802 1.9017  -0.482
N -4.6235 -1.1942 0.8574  0.165
O -6.5469 -0.3368 1.7363  0.078
H -1.8422 -0.3279 4.9705  0.111
H -3.3501 0.9224 6.4824  0.142
H -4.6994 2.5872 6.9705  0.111
H -6.4746 3.6212 8.4082  0.116
H -8.5700 2.3313 8.8773  0.112
H -9.0003 0.1558 7.7241  0.120
H -7.4152 -0.6214 5.9792  0.113
H -6.6160 -0.2351 4.2112  0.143
H -3.9298 -1.9206 1.0346  0.121
H -5.1900 -1.4506 0.0566  0.124
C -0.5400 0.9831 2.7342  -0.038
C -1.8993 0.9255 2.0033  -0.280
C -2.8528 2.0793 2.3930  -0.016
C -1.7962 0.6767 0.5369  -0.197
C -2.9544 0.7544 -0.2632  -0.050
C -2.9644 0.2126 -1.5418  -0.073
C -1.7821 -0.2472 -2.1225  -0.055
C -0.6052 -0.2517 -1.3673  -0.063
C -0.5887 0.2368 -0.0579  -0.017
H -0.1722 -0.0589 2.7265  0.102
H 0.1949 1.6737 2.2767  0.115
H -0.7400 1.3013 3.7691  0.077
H -3.8764 1.7722 2.1883  0.076
H -2.7657 2.2031 3.4743  0.075
H -2.6601 3.0624 1.9477  0.119
H -3.8670 1.1823 0.1678  0.111
H -3.9024 0.1914 -2.0827  0.112
H -1.7713 -0.5613 -3.1677  0.116
H 0.3312 -0.5908 -1.8166  0.114
H 0.3464 0.2219 0.5090  0.110

2.
C21H23N3O3S | wB97M-V/def2-TZVPD

Output
SMILES string: COc1ccc(NC(=O)C[C@@H]2C(=O)N(C)C(=S)N2CCc2ccccc2)cc1
Energy above the lowest of the compared OMol25 structures with the same formula, charge and spin, kcal/mol: 0.0
Gap between HOMO and LUMO, eV: 8.72
Strongest force on any atom, eV Å⁻¹: 0.7
Highest occupied orbital energy, eV: -8.25
Total charge: 0
Total energy, Ha: -1602.2726

Each line ends with the Löwdin charge.
Positions of all 51 atoms, in Å:
C 8.2714 0.2539 0.2352  -0.091
H 9.1438 -0.3356 0.5123  0.093
O 7.1578 -0.5547 0.5270  -0.085
C 5.9133 -0.0653 0.2765  -0.282
C 5.6398 1.1919 -0.2517  -0.022
C 4.3294 1.5814 -0.4627  -0.025
C 3.2712 0.7351 -0.1556  -0.223
C 3.5439 -0.5246 0.3725  -0.003
C 4.8480 -0.9137 0.5835  0.009
H 5.0714 -1.8862 0.9915  0.121
H 2.7334 -1.1911 0.6119  0.101
N 1.9676 1.2012 -0.3951  0.126
C 0.7858 0.5697 -0.1947  -0.442
O 0.6571 -0.5502 0.2490  0.065
C -0.4023 1.4447 -0.5953  -0.013
H -0.4138 2.3462 0.0223  0.143
H -0.2844 1.7398 -1.6418  0.131
C -1.7460 0.7135 -0.4685  -0.157
N -2.3606 0.8319 0.8331  -0.058
C -3.5623 1.4334 0.7470  -0.797
S -4.5979 1.7669 1.9694  0.706
N -3.7896 1.7792 -0.5742  -0.052
C -2.7697 1.3768 -1.3823  -0.384
O -2.6819 1.5629 -2.5706  0.108
C -4.9743 2.4599 -1.0256  -0.039
H -5.8575 1.8590 -0.8051  0.088
H -4.8796 2.6087 -2.0994  0.093
H -5.0692 3.4201 -0.5170  0.087
C -1.9415 0.0585 1.9789  -0.142
H -0.9061 -0.2339 1.8086  0.109
H -2.0071 0.6929 2.8672  0.115
C -2.8168 -1.1932 2.1761  -0.128
C -2.9483 -1.9438 0.8821  -0.243
C -4.0920 -1.8077 0.1053  -0.047
C -4.1838 -2.4271 -1.1291  -0.079
C -3.1308 -3.1923 -1.5998  -0.091
C -1.9899 -3.3408 -0.8283  -0.080
C -1.8978 -2.7193 0.4042  -0.052
H -0.9994 -2.8218 0.9939  0.115
H -1.1659 -3.9375 -1.1907  0.104
H -3.1998 -3.6728 -2.5645  0.100
H -5.0775 -2.3105 -1.7247  0.103
H -4.9171 -1.2127 0.4721  0.109
H -2.3493 -1.8156 2.9399  0.122
H -3.8017 -0.8867 2.5304  0.081
H -1.5986 -0.3400 -0.7401  0.158
H 1.9293 2.1338 -0.7838  0.145
H 4.1314 2.5616 -0.8744  0.112
H 6.4330 1.8775 -0.5038  0.103
H 8.3240 0.4969 -0.8311  0.095
H 8.2611 1.1797 0.8197  0.095

3.
C21H23N3O4S | wB97M-V/def2-TZVPD

Output
SMILES string: COc1ccc(-n2ncc([C@@H](C)NS(=O)(=O)c3ccc(C(C)=O)cc3)c2C)cc1
Energy above the lowest of the compared OMol25 structures with the same formula, charge and spin, kcal/mol: 58.3
Gap between HOMO and LUMO, eV: 7.92
Strongest force on any atom, eV Å⁻¹: 0.8
Highest occupied orbital energy, eV: -8.15
Total charge: 0
Total energy, Ha: -1677.4356

Each line ends with the Löwdin charge.
Positions of all 52 atoms, in Å:
C -6.3803 -0.1025 0.8746  -0.087
H -7.3611 -0.4177 1.2271  0.093
O -5.5849 -1.2646 0.8755  -0.083
C -4.2869 -1.1616 0.4863  -0.275
C -3.6658 0.0142 0.0751  0.001
C -2.3322 0.0007 -0.2852  -0.006
C -1.5933 -1.1735 -0.2361  -0.191
C -2.2213 -2.3594 0.1358  -0.015
C -3.5506 -2.3484 0.4989  0.005
H -4.0506 -3.2576 0.7925  0.119
H -1.6815 -3.2923 0.1189  0.113
N -0.2392 -1.1364 -0.6059  -0.051
C 0.8143 -1.8076 -0.0705  -0.206
C 1.9280 -1.4262 -0.8008  -0.175
C 1.4367 -0.5091 -1.7458  -0.097
N 0.1407 -0.3374 -1.6101  0.116
H 1.9769 0.0248 -2.5016  0.117
C 3.3472 -1.8569 -0.6166  -0.376
N 4.1228 -0.6772 -0.2418  -0.087
S 3.7508 -0.0346 1.2536  0.671
O 4.8760 0.7667 1.6372  -0.282
O 3.3027 -1.0586 2.1594  -0.288
C 2.3814 1.0468 0.8693  -0.269
C 1.1870 0.9319 1.5517  -0.031
C 0.1445 1.7776 1.2244  0.001
C 0.2969 2.7385 0.2229  -0.148
C 1.5189 2.8470 -0.4413  -0.007
C 2.5612 2.0000 -0.1138  -0.054
H 3.5157 2.0577 -0.6116  0.120
H 1.6598 3.5787 -1.2204  0.111
C -0.8794 3.5991 -0.0921  -0.402
O -1.9647 3.3784 0.3963  0.082
C -0.6556 4.7441 -1.0447  -0.012
H -1.5652 5.3352 -1.1149  0.086
H -0.4083 4.3556 -2.0305  0.091
H 0.1622 5.3722 -0.7002  0.089
H -0.8066 1.7095 1.7315  0.123
H 1.0932 0.1795 2.3184  0.119
H 5.1211 -0.8067 -0.3212  0.114
C 3.9187 -2.4626 -1.8962  -0.033
H 3.3105 -3.3099 -2.2023  0.089
H 3.9149 -1.7224 -2.6916  0.080
H 4.9391 -2.8034 -1.7352  0.079
H 3.3905 -2.5998 0.1937  0.138
C 0.7376 -2.6785 1.1299  -0.010
H 1.6210 -2.5057 1.7435  0.062
H 0.7116 -3.7335 0.8556  0.091
H -0.1489 -2.4476 1.7162  0.082
H -1.8519 0.9070 -0.6132  0.093
H -4.1991 0.9497 0.0364  0.107
H -6.4749 0.3177 -0.1315  0.096
H -5.9795 0.6591 1.5504  0.096

4.
C21H23N5O2 | wB97M-V/def2-TZVPD

Output
SMILES string: C/C(=N\NC(=O)C[C@H]1N=C(Cc2ccccc2)NNC1=O)c1ccc(C)cc1
Energy above the lowest of the compared OMol25 structures with the same formula, charge and spin, kcal/mol: 59.2
Gap between HOMO and LUMO, eV: 8.86
Strongest force on any atom, eV Å⁻¹: 1.2
Highest occupied orbital energy, eV: -8.35
Total charge: 0
Total energy, Ha: -1238.2846

Each line ends with the Löwdin charge.
Positions of all 51 atoms, in Å:
C -1.5599 -1.7607 -2.4215  -0.014
C -1.3981 -1.3603 -0.9767  -0.294
N -0.2899 -1.2707 -0.3542  0.115
N 0.9017 -1.4950 -0.9324  0.063
C 2.0426 -1.4126 -0.1870  -0.445
O 2.0306 -1.1574 0.9949  0.087
C 3.3050 -1.6852 -0.9888  -0.041
H 3.1344 -1.4963 -2.0488  0.115
H 3.5922 -2.7301 -0.8471  0.132
C 4.4647 -0.7912 -0.4981  -0.234
N 4.0442 0.5849 -0.5936  0.150
C 3.6625 1.1953 0.4452  -0.361
N 3.8580 0.7758 1.7518  0.073
H 3.0157 0.7922 2.3216  0.144
N 4.5750 -0.4221 1.8958  0.095
C 4.8979 -1.2550 0.8901  -0.461
O 5.5319 -2.2726 1.0793  0.065
H 4.8554 -0.6562 2.8384  0.163
C 2.9646 2.5222 0.3186  -0.067
C 1.5495 2.2746 -0.1416  -0.229
C 1.3043 1.9875 -1.4779  -0.049
C 0.0136 1.7638 -1.9205  -0.090
C -1.0457 1.8127 -1.0300  -0.103
C -0.8048 2.0669 0.3079  -0.077
C 0.4867 2.2965 0.7494  -0.036
H 0.6654 2.5042 1.7952  0.111
H -1.6267 2.0841 1.0077  0.104
H -2.0566 1.6482 -1.3725  0.101
H -0.1663 1.5575 -2.9667  0.100
H 2.1372 1.9387 -2.1632  0.110
H 2.9788 3.0424 1.2760  0.116
H 3.4911 3.1157 -0.4287  0.127
H 5.3149 -0.9402 -1.1766  0.150
H 0.9710 -1.6991 -1.9285  0.137
C -2.5897 -1.0154 -0.1967  -0.194
C -3.8135 -0.7269 -0.7979  -0.040
C -4.9080 -0.3708 -0.0321  -0.043
C -4.8217 -0.2948 1.3514  -0.281
C -3.5978 -0.5784 1.9516  -0.039
C -2.5009 -0.9291 1.1951  -0.023
H -1.5509 -1.1406 1.6582  0.113
H -3.5107 -0.5204 3.0273  0.113
C -6.0141 0.0647 2.1827  -0.053
H -6.7650 0.5791 1.5878  0.075
H -5.7258 0.7010 3.0169  0.078
H -6.4664 -0.8386 2.5936  0.085
H -5.8460 -0.1451 -0.5200  0.110
H -3.9195 -0.7553 -1.8720  0.105
H -2.4872 -2.3106 -2.5563  0.080
H -1.5814 -0.8759 -3.0578  0.086
H -0.7420 -2.4014 -2.7495  0.070

Which of these has the highest total energy?
C21H23N2O

Look up the strongest force on any atom of the second one.
0.7 eV Å⁻¹

Please write out number 4 again, unchanged.
C21H23N5O2 | wB97M-V/def2-TZVPD

Output
SMILES string: C/C(=N\NC(=O)C[C@H]1N=C(Cc2ccccc2)NNC1=O)c1ccc(C)cc1
Energy above the lowest of the compared OMol25 structures with the same formula, charge and spin, kcal/mol: 59.2
Gap between HOMO and LUMO, eV: 8.86
Strongest force on any atom, eV Å⁻¹: 1.2
Highest occupied orbital energy, eV: -8.35
Total charge: 0
Total energy, Ha: -1238.2846

Each line ends with the Löwdin charge.
Positions of all 51 atoms, in Å:
C -1.5599 -1.7607 -2.4215  -0.014
C -1.3981 -1.3603 -0.9767  -0.294
N -0.2899 -1.2707 -0.3542  0.115
N 0.9017 -1.4950 -0.9324  0.063
C 2.0426 -1.4126 -0.1870  -0.445
O 2.0306 -1.1574 0.9949  0.087
C 3.3050 -1.6852 -0.9888  -0.041
H 3.1344 -1.4963 -2.0488  0.115
H 3.5922 -2.7301 -0.8471  0.132
C 4.4647 -0.7912 -0.4981  -0.234
N 4.0442 0.5849 -0.5936  0.150
C 3.6625 1.1953 0.4452  -0.361
N 3.8580 0.7758 1.7518  0.073
H 3.0157 0.7922 2.3216  0.144
N 4.5750 -0.4221 1.8958  0.095
C 4.8979 -1.2550 0.8901  -0.461
O 5.5319 -2.2726 1.0793  0.065
H 4.8554 -0.6562 2.8384  0.163
C 2.9646 2.5222 0.3186  -0.067
C 1.5495 2.2746 -0.1416  -0.229
C 1.3043 1.9875 -1.4779  -0.049
C 0.0136 1.7638 -1.9205  -0.090
C -1.0457 1.8127 -1.0300  -0.103
C -0.8048 2.0669 0.3079  -0.077
C 0.4867 2.2965 0.7494  -0.036
H 0.6654 2.5042 1.7952  0.111
H -1.6267 2.0841 1.0077  0.104
H -2.0566 1.6482 -1.3725  0.101
H -0.1663 1.5575 -2.9667  0.100
H 2.1372 1.9387 -2.1632  0.110
H 2.9788 3.0424 1.2760  0.116
H 3.4911 3.1157 -0.4287  0.127
H 5.3149 -0.9402 -1.1766  0.150
H 0.9710 -1.6991 -1.9285  0.137
C -2.5897 -1.0154 -0.1967  -0.194
C -3.8135 -0.7269 -0.7979  -0.040
C -4.9080 -0.3708 -0.0321  -0.043
C -4.8217 -0.2948 1.3514  -0.281
C -3.5978 -0.5784 1.9516  -0.039
C -2.5009 -0.9291 1.1951  -0.023
H -1.5509 -1.1406 1.6582  0.113
H -3.5107 -0.5204 3.0273  0.113
C -6.0141 0.0647 2.1827  -0.053
H -6.7650 0.5791 1.5878  0.075
H -5.7258 0.7010 3.0169  0.078
H -6.4664 -0.8386 2.5936  0.085
H -5.8460 -0.1451 -0.5200  0.110
H -3.9195 -0.7553 -1.8720  0.105
H -2.4872 -2.3106 -2.5563  0.080
H -1.5814 -0.8759 -3.0578  0.086
H -0.7420 -2.4014 -2.7495  0.070